Record 1
Entry from OMol25: a 2-piece molecular cluster, C4H11N3O2 overall (wB97M-V/def2-TZVPD).

```
20
Properties=species:S:1:pos:R:3:mulliken_charge:R:1
H -1.23 0.98 -0.74 0.13
N -0.62 0.18 -0.71 -0.46
C -0.75 -0.78 -1.54 0.33
N -1.74 -0.84 -2.51 -0.50
N 0.04 -1.90 -1.51 -0.18
C 1.01 -2.04 -0.43 -0.70
H -1.60 -1.44 -3.32 0.22
H -2.10 0.03 -2.87 0.24
H 0.10 -2.56 -2.27 0.23
H 1.62 -2.90 -0.63 0.34
H 0.43 -2.24 0.50 0.25
H 1.58 -1.15 -0.24 0.15
C -0.19 2.43 2.09 -0.85
C 0.94 1.40 2.46 0.61
O 1.27 1.43 3.61 -0.56
O 1.26 0.61 1.46 -0.43
H 0.26 3.36 2.52 0.31
H -1.09 2.08 2.56 0.21
H -0.17 2.59 1.02 0.33
H 0.98 0.78 0.55 0.32
```

Output
ΔE to the lowest compared entry with this formula, charge and spin   1.126 eV
Charge   0
Strongest force on any atom   4.3 eV/Å
Electronic energy   -473.7614 a.u.

Record 2
Entry from OMol25: C4H11N3O2 in the gas phase (wB97M-V/def2-TZVPD).

```
20
Properties=species:S:1:pos:R:3:mulliken_charge:R:1
C -1.86 -1.07 1.11 -1.64
C -0.42 -0.64 0.83 1.08
C 0.25 -1.55 -0.20 -1.58
O 0.36 -0.64 2.01 -0.57
N -0.45 0.80 0.43 -0.29
C 0.58 1.25 -0.41 0.43
O 1.84 1.14 0.08 -0.53
N 0.27 1.68 -1.55 -0.32
N 1.24 2.19 -2.41 -0.55
H -2.41 -1.12 0.18 0.40
H -2.35 -0.35 1.77 0.42
H -1.85 -2.04 1.59 0.41
H -0.22 -1.43 -1.17 0.35
H 1.32 -1.34 -0.28 0.31
H 0.15 -2.59 0.13 0.48
H -0.06 0.11 2.52 0.42
H -1.34 1.06 0.01 0.30
H 1.79 0.67 0.94 0.39
H 2.18 1.88 -2.20 0.23
H 0.97 1.99 -3.37 0.25
```

Output
ΔE to the lowest compared entry with this formula, charge and spin   1.703 eV
Charge   0
Strongest force on any atom   1.5 eV/Å
Electronic energy   -473.7402 a.u.

Record 3
Entry from OMol25: a 2-piece molecular cluster, C4H11N3O2 overall (wB97M-V/def2-TZVPD).

```
20
Properties=species:S:1:pos:R:3:mulliken_charge:R:1
H 2.59 3.62 -0.39 0.20
N 2.70 2.82 -1.01 -0.69
C 2.07 1.81 -0.56 0.50
N 1.36 1.79 0.63 -0.43
N 2.19 0.61 -1.26 -0.28
C 1.56 -0.58 -0.69 -0.50
H 0.46 1.31 0.55 0.14
H 1.30 2.69 1.07 0.24
H 2.01 0.70 -2.24 0.29
H 1.50 -1.39 -1.40 0.34
H 0.55 -0.42 -0.29 -0.10
H 2.14 -1.00 0.14 0.29
C -2.83 -1.16 1.55 -1.01
C -2.13 -1.80 0.39 0.76
O -1.26 -2.60 0.26 -0.54
O -2.77 -1.34 -0.76 -0.47
H -2.14 -1.13 2.39 0.31
H -3.65 -1.83 1.76 0.32
H -3.14 -0.15 1.31 0.31
H -2.51 -1.95 -1.46 0.33
```

Output
ΔE to the lowest compared entry with this formula, charge and spin   1.009 eV
Charge   0
Strongest force on any atom   2.6 eV/Å
Electronic energy   -473.7657 a.u.

Record 4
Entry from OMol25: C4H11N3O3 in the gas phase (wB97M-V/def2-TZVPD).

```
21
Properties=species:S:1:pos:R:3:mulliken_charge:R:1
C -2.02 0.70 -0.12 -0.99
N -0.67 0.15 -0.28 0.37
C -0.66 -1.43 -0.53 0.50
N -0.08 -1.80 -1.72 -0.39
O -0.04 0.91 -1.30 -0.47
O -1.46 -2.06 0.11 -0.59
H 0.92 0.69 -1.18 0.44
H 0.79 -1.35 -1.96 0.30
H -0.12 -2.80 -1.85 0.27
H -1.94 1.70 0.30 0.32
H -2.57 0.05 0.56 0.36
H -2.52 0.75 -1.09 0.32
C 0.89 1.49 1.44 -1.14
C 0.38 0.11 1.10 0.23
O 2.13 -0.47 -0.41 -0.56
N 1.20 -0.91 0.68 -0.63
H 2.96 -0.93 -0.24 0.33
H -0.25 -0.30 1.89 0.41
H 1.49 1.91 0.63 0.20
H 0.06 2.18 1.66 0.34
H 1.51 1.42 2.33 0.38
```

Output
ΔE to the lowest compared entry with this formula, charge and spin   4.475 eV
Charge   0
Strongest force on any atom   1.6 eV/Å
Electronic energy   -548.8391 a.u.

Record 5
Entry from OMol25: an isolated ion of composition C4H11N4 and charge +1 (wB97M-V/def2-TZVPD).

```
19
Properties=species:S:1:pos:R:3:mulliken_charge:R:1
C 1.38 -0.01 -0.51 0.72
C -0.68 0.41 0.98 -0.20
C 2.76 0.02 0.05 -1.13
C -2.27 -0.28 -0.91 -0.82
N 0.90 1.36 -0.36 -0.15
N -0.13 1.43 0.30 -0.30
N 0.58 -0.98 0.04 -0.72
N -2.01 0.08 0.54 -0.03
H 1.56 0.14 -1.61 0.22
H -0.55 0.20 1.98 0.53
H 3.56 -0.04 -0.67 0.30
H 2.81 -0.93 0.64 0.29
H 3.08 0.80 0.78 0.32
H -3.38 -0.25 -1.04 0.37
H -1.68 0.39 -1.60 0.32
H -1.81 -1.26 -1.10 0.37
H 0.81 -1.49 0.88 0.28
H -2.51 -0.55 1.05 0.30
H -2.42 0.95 0.54 0.34
```

Output
ΔE to the lowest compared entry with this formula, charge and spin   6.124 eV
Charge   +1
Strongest force on any atom   6.0 eV/Å
Electronic energy   -377.6017 a.u.

Record 6
Entry from OMol25: an isolated ion of composition C4H11N4 and charge +1 (wB97M-V/def2-TZVPD).

```
19
Properties=species:S:1:pos:R:3:mulliken_charge:R:1
H 2.64 2.75 1.94 0.30
N 2.21 1.83 1.94 -0.70
N 1.71 1.60 0.84 0.41
N 1.12 0.48 0.64 -0.02
C 0.27 0.30 -0.82 0.53
N 0.74 1.05 -1.68 -0.69
H 0.46 0.80 -2.59 0.29
C -0.83 -0.65 -0.85 0.04
C -2.07 -0.21 0.08 -1.04
C -0.31 -1.99 -0.16 -1.35
H 1.78 2.18 0.06 0.24
H 1.00 0.08 1.52 0.35
H -1.23 -0.82 -1.78 0.53
H -1.78 -0.57 1.16 0.25
H -2.84 -0.87 -0.28 0.38
H -2.28 0.88 -0.01 0.33
H 0.05 -1.77 0.78 0.42
H 0.59 -2.52 -0.72 0.32
H -1.24 -2.52 -0.06 0.42
```

Output
ΔE to the lowest compared entry with this formula, charge and spin   4.974 eV
Charge   +1
Strongest force on any atom   5.4 eV/Å
Electronic energy   -377.6440 a.u.

Record 7
Entry from OMol25: an isolated ion of composition C4H11N4 and charge +1 (wB97M-V/def2-TZVPD).

```
19
Properties=species:S:1:pos:R:3:mulliken_charge:R:1
C 0.04 0.90 -0.18 -1.55
C 1.17 0.23 -0.12 0.57
C -1.23 0.14 -0.07 0.81
C 2.60 0.62 0.15 -1.24
N -0.61 -1.32 -0.39 -0.29
N -2.18 0.64 -1.02 -0.54
N -1.70 0.05 1.25 -0.42
N 0.80 -1.30 -0.16 -0.11
H 0.00 1.92 -0.01 0.43
H 2.85 0.78 1.25 0.28
H 2.73 1.71 0.01 0.34
H 3.37 -0.04 -0.36 0.33
H -1.18 -2.12 -0.01 0.32
H -3.13 0.29 -1.17 0.25
H -1.69 0.54 -1.96 0.33
H -1.78 1.00 1.74 0.38
H -2.58 -0.40 1.14 0.31
H 1.42 -1.93 -0.83 0.41
H 1.10 -1.72 0.75 0.40
```

Output
ΔE to the lowest compared entry with this formula, charge and spin   3.975 eV
Charge   +1
Strongest force on any atom   5.8 eV/Å
Multiplicity   3
Electronic energy   -377.4769 a.u.

Record 8
Entry from OMol25: C4H11N4O as an isolated structure (wB97M-V/def2-TZVPD).

```
20
Properties=species:S:1:pos:R:3:mulliken_charge:R:1
C 3.48 0.37 -0.20 0.33
C -2.58 0.17 -0.19 -1.31
C -1.33 -0.63 -0.31 -0.44
C -0.16 0.18 0.36 -0.49
N 4.62 0.69 -0.34 -0.33
N 2.24 0.89 -0.10 -0.38
N 1.75 -1.32 0.53 -0.17
N 1.26 -0.18 -0.13 0.34
O 2.94 -1.42 0.00 -0.47
H -3.38 -0.49 -0.70 0.33
H -2.78 0.22 0.84 0.39
H -2.59 1.09 -0.63 0.44
H -0.95 -0.68 -1.47 0.23
H -1.50 -1.62 -0.03 0.41
H -0.22 1.17 -0.15 0.45
H -0.04 -0.08 1.40 0.33
H 5.48 0.28 -0.05 0.31
H 1.92 1.73 0.49 0.34
H 1.79 -1.20 1.58 0.28
H 1.10 -0.52 -1.08 0.41
```

Output
ΔE to the lowest compared entry with this formula, charge and spin   6.749 eV
Charge   +1
Strongest force on any atom   5.2 eV/Å
Electronic energy   -452.7967 a.u.